DFT (ωB97M-V with the def2-TZVPD basis set) results for a molecular structure, C15H35ClN5O5Zn at a distorted geometry.

```
! RIJCOSX wB97M-V def2-TZVPD def2/J DEFGRID3
* xyz 1 1
Zn -7.46 4.29 -1.55
Cl -8.71 3.25 -3.38
C -3.29 2.98 -1.30
C -4.47 3.07 -2.21
O -5.58 3.48 -1.83
N -4.26 2.82 -3.49
C -5.21 2.93 -4.58
H -3.67 2.44 -0.43
H -2.93 3.95 -0.96
H -2.49 2.40 -1.75
H -3.37 2.45 -3.77
H -5.53 1.93 -4.88
H -4.80 3.37 -5.49
H -6.07 3.54 -4.31
C -10.34 7.11 -2.07
C -9.99 6.18 -0.97
O -9.15 5.29 -1.14
N -10.56 6.36 0.24
C -10.51 5.39 1.32
H -10.77 6.55 -2.90
H -9.46 7.56 -2.53
H -11.05 7.90 -1.83
H -11.17 7.15 0.39
H -10.04 4.46 1.02
H -11.55 5.20 1.60
H -9.96 5.77 2.18
C -7.53 1.00 1.23
C -7.99 1.71 -0.01
O -7.60 2.87 -0.17
N -8.71 1.08 -0.93
C -8.73 -0.36 -1.16
H -6.57 0.52 1.05
H -8.24 0.27 1.64
H -7.44 1.71 2.05
H -9.27 1.60 -1.59
H -9.34 -0.47 -2.06
H -9.25 -0.95 -0.41
H -7.75 -0.73 -1.47
C -5.55 7.84 -2.46
C -6.53 6.98 -3.17
O -6.83 5.86 -2.72
N -6.99 7.35 -4.35
C -7.99 6.62 -5.14
H -4.99 8.55 -3.07
H -4.83 7.16 -2.00
H -6.06 8.43 -1.70
H -6.72 8.21 -4.81
H -8.64 5.92 -4.61
H -7.47 5.98 -5.85
H -8.59 7.36 -5.66
C -4.89 6.67 1.00
C -6.28 6.26 0.61
O -6.44 5.31 -0.13
N -7.31 7.05 0.98
C -7.29 7.95 2.14
H -4.07 6.04 0.65
H -4.85 6.63 2.09
H -4.77 7.70 0.68
H -8.23 6.78 0.67
H -8.26 8.02 2.62
H -7.06 8.93 1.71
H -6.48 7.72 2.82
*
```

Calculated values
Lowest unoccupied orbital energy = -1.90 eV
Calculated total energy = -94750.9100 eV
Max |F| = 1.9 eV/Å

***

DFT (ωB97M-V with the def2-TZVPD basis set) results for a molecular structure, C15H35InN5O5 at a distorted geometry.

```
! RIJCOSX wB97M-V def2-TZVPD def2/J DEFGRID3
* xyz 3 1
In 0.26 0.33 -0.64
C -3.05 -0.48 -2.85
C -1.58 -0.41 -3.13
O -0.74 -0.39 -2.23
N -1.24 -0.38 -4.43
C 0.13 -0.31 -4.93
H -3.66 -1.07 -3.54
H -3.42 0.54 -2.79
H -3.23 -0.91 -1.86
H -1.96 -0.44 -5.14
H 0.10 -0.86 -5.86
H 0.81 -0.69 -4.16
H 0.52 0.66 -5.25
C 0.94 -3.66 -0.20
C 1.76 -2.42 0.10
O 1.18 -1.34 -0.02
N 3.03 -2.62 0.55
C 3.98 -1.56 0.80
H 0.58 -3.64 -1.23
H 0.15 -3.75 0.55
H 1.53 -4.58 -0.15
H 3.30 -3.54 0.86
H 4.72 -1.88 1.53
H 3.43 -0.70 1.17
H 4.47 -1.32 -0.15
C 1.99 2.75 1.99
C 1.80 1.23 1.95
O 1.31 0.60 1.04
N 2.07 0.61 3.12
C 1.81 -0.78 3.43
H 1.04 3.21 1.72
H 2.75 3.01 1.26
H 2.33 3.10 2.97
H 2.44 1.16 3.88
H 0.86 -0.91 3.94
H 2.61 -1.24 4.03
H 1.77 -1.41 2.54
C -1.58 0.44 2.91
C -0.87 -0.66 2.16
O -0.57 -0.52 0.97
N -0.51 -1.72 2.90
C 0.38 -2.83 2.51
H -1.70 1.33 2.29
H -1.32 0.63 3.95
H -2.63 0.13 2.94
H -0.96 -1.78 3.80
H 1.25 -2.42 2.00
H -0.20 -3.55 1.92
H 0.71 -3.26 3.45
C -2.24 2.74 -3.25
C -1.45 2.50 -1.92
O -0.47 1.76 -1.84
N -1.79 3.05 -0.78
C -2.87 4.11 -0.64
H -1.81 1.99 -3.91
H -2.15 3.75 -3.64
H -3.30 2.52 -3.06
H -1.25 2.70 -0.01
H -3.81 3.61 -0.41
H -3.00 4.83 -1.45
H -2.67 4.76 0.21
*
```

Calculated values
Lowest unoccupied orbital energy = -9.12 eV
Calculated total energy = -38957.4551 eV
Max |F| = 5.4 eV/Å

***

Which highest occupied orbital energy belongs to each record? In order, -10.897, -18.763 eV.